(1)
DFT (ωB97M-V with the def2-TZVPD basis set) results for C40H57BClCoN9PS3 as an isolated structure at a distorted geometry.

Structure (XYZ):
```
113
Properties=species:S:1:pos:R:3:forces:R:3
Co -0.56150 0.66656 0.25365 -0.023 -0.182 -0.997
C -5.49051 1.56939 -1.29542 -0.074 0.048 -0.021
C -4.99738 0.26194 -0.79187 -0.373 -0.468 0.109
C -5.79028 -0.83668 -0.63233 0.595 0.447 0.069
C -5.21298 -2.04757 -0.17268 0.100 0.244 0.000
N -3.96995 -2.09012 0.22825 -0.368 -1.025 0.127
N -3.19574 -1.02338 0.11237 -0.229 0.973 -0.280
B -1.70358 -1.10069 0.51695 -0.329 1.150 0.940
N -0.96246 -2.00955 -0.35152 1.566 -1.780 -0.986
N -1.63067 -2.65159 -1.33341 -0.227 0.786 0.908
C -1.10373 -3.69127 -1.90685 0.576 -0.496 -0.238
C 0.12839 -4.23890 -1.48113 0.044 0.754 0.349
C 0.92381 -3.47362 -0.63688 -0.439 -0.700 -0.557
C 2.29683 -3.90553 -0.23724 -0.006 -0.014 0.094
C 0.38814 -2.28275 -0.17098 -1.019 0.753 -0.166
S 1.35693 -1.01681 0.57190 -0.486 0.248 -0.101
C -1.89040 -4.30238 -3.04327 -0.215 -0.060 -0.233
C -1.02911 -4.28564 -4.31157 -0.052 -0.013 0.194
C -2.24858 -5.73994 -2.65150 0.041 0.130 -0.014
C -3.17037 -3.50759 -3.30372 0.217 -0.114 0.110
N -1.51970 -1.39256 2.03060 0.315 0.336 0.133
N -1.85786 -2.62722 2.35459 -0.264 -1.143 0.114
C -1.82688 -3.03226 3.59244 0.095 0.151 -0.211
C -1.37025 -2.17094 4.62036 0.123 0.568 -0.329
C -1.01285 -0.89003 4.30882 -0.197 -0.747 0.200
C -0.50271 0.07647 5.31181 0.011 0.043 0.086
C -1.12412 -0.48258 2.94624 -0.076 0.494 -0.212
S -0.78003 1.10597 2.48726 0.200 0.092 0.067
C -2.36129 -4.41507 3.88737 -0.063 -0.198 -0.031
C -1.37810 -5.21435 4.74803 -0.102 0.141 -0.108
C -3.68011 -4.21774 4.65235 0.143 -0.061 -0.116
C -2.61867 -5.15615 2.57487 -0.018 0.182 0.215
C -3.62349 0.11884 -0.44953 0.181 -0.111 0.070
S -2.51508 1.35543 -0.75837 0.642 0.212 0.023
C -6.05288 -3.30815 -0.17847 -0.093 -0.235 0.066
C -7.22632 -3.14667 0.79776 0.165 0.001 -0.091
C -6.61356 -3.53017 -1.59214 0.092 0.042 0.120
C -5.21363 -4.52019 0.22042 -0.160 0.207 -0.053
H -6.55971 1.53463 -1.47852 -0.100 -0.001 -0.034
H -4.97368 1.83507 -2.21747 -0.003 0.073 -0.017
H -5.27667 2.34699 -0.56330 0.018 0.111 -0.029
H -6.84534 -0.78166 -0.84840 -0.102 -0.015 -0.105
H 0.48126 -5.18533 -1.84995 0.038 -0.165 -0.123
H 2.46484 -4.94190 -0.51271 0.028 -0.067 -0.063
H 2.40727 -3.80518 0.83929 0.105 0.002 0.116
H 3.06857 -3.29384 -0.69818 0.102 0.069 -0.073
H -0.13619 -4.89315 -4.19057 0.154 -0.063 -0.040
H -0.73135 -3.26536 -4.54937 0.047 0.053 -0.086
H -1.59871 -4.68369 -5.14771 -0.041 -0.037 -0.092
H -1.36212 -6.36552 -2.59209 0.091 -0.132 0.065
H -2.91219 -6.17462 -3.39255 -0.080 -0.065 -0.132
H -2.75497 -5.75328 -1.68846 -0.072 -0.074 0.096
H -2.93690 -2.50031 -3.63988 -0.044 0.131 -0.015
H -3.75275 -3.43558 -2.39129 -0.122 0.059 0.044
H -3.75942 -4.00602 -4.07058 -0.029 -0.047 -0.074
H -1.29720 -2.52240 5.63601 -0.013 -0.058 0.173
H -0.51254 -0.35119 6.30912 -0.003 -0.042 0.094
H -1.09985 0.98495 5.29362 -0.033 0.101 0.064
H 0.51301 0.36531 5.04825 0.105 0.086 0.029
H -1.25891 -4.78212 5.73781 0.042 0.026 0.150
H -0.40148 -5.26432 4.27158 0.124 -0.037 -0.040
H -1.75052 -6.22843 4.86884 -0.024 -0.114 0.053
H -3.51026 -3.71358 5.60142 -0.018 0.064 0.109
H -4.13883 -5.18122 4.85849 -0.062 -0.117 0.041
H -4.37488 -3.61906 4.06683 -0.116 0.045 -0.066
H -1.67713 -5.45313 2.12005 0.129 -0.070 -0.119
H -3.12673 -4.49361 1.88460 -0.079 -0.122 -0.117
H -3.22302 -6.04321 2.74962 -0.015 -0.112 0.058
H -7.92109 -2.37767 0.46852 -0.097 0.100 0.000
H -6.86779 -2.89168 1.79246 0.010 0.024 0.129
H -7.77075 -4.08528 0.85908 -0.104 -0.097 0.022
H -7.16578 -2.67003 -1.95928 -0.090 0.111 -0.055
H -7.29377 -4.37780 -1.57959 -0.071 -0.108 0.013
H -5.81563 -3.74681 -2.29530 0.063 -0.031 -0.131
H -5.15893 -4.59499 1.30010 0.133 -0.059 0.169
H -4.20740 -4.42093 -0.17310 0.157 -0.142 -0.019
H -5.65942 -5.43181 -0.16453 -0.135 -0.143 -0.017
C 1.72121 4.72532 -2.56476 0.036 0.004 -0.001
N 0.28279 4.54232 -2.52558 -0.128 0.316 -0.521
C -0.28723 5.45974 -1.55300 -0.051 0.036 -0.004
N 0.28910 5.29302 -0.23113 -0.137 0.665 0.279
C 1.72693 5.46672 -0.31611 0.024 0.013 0.027
N 2.33420 4.54348 -1.26003 0.568 0.396 -0.157
C 2.28915 3.17903 -0.80936 -0.082 -0.654 0.227
P 0.52322 2.54940 -0.59969 -0.156 0.916 0.167
C -0.08588 3.17367 -2.25589 -0.134 -0.495 0.023
C -0.07665 4.03511 0.37104 -0.060 -0.401 0.130
H 1.93192 5.74374 -2.90462 0.005 -0.099 -0.002
H 2.15945 4.01398 -3.26900 0.000 0.051 -0.029
H -1.36461 5.29369 -1.49422 -0.013 0.068 -0.035
H -0.09467 6.48340 -1.88982 -0.057 -0.095 0.035
H 2.17092 5.31519 0.67029 0.002 0.057 -0.011
H 1.93636 6.48709 -0.65434 -0.014 -0.106 0.084
H 2.80667 3.09910 0.15265 -0.022 -0.081 -0.142
H 2.81369 2.55379 -1.54154 0.029 -0.033 0.139
H -1.17816 3.09516 -2.26718 0.135 -0.095 -0.075
H 0.30936 2.53677 -3.05579 -0.108 -0.035 0.072
H 0.33987 3.98373 1.38311 -0.112 -0.066 -0.042
H -1.16831 3.97076 0.44336 0.106 -0.062 0.087
Cl 3.13162 0.86650 1.77210 0.134 0.385 0.357
C 4.29931 0.30496 0.62576 0.206 -0.164 -0.158
C 5.64480 0.47511 0.90322 -0.035 0.051 0.035
C 6.58903 0.10814 -0.03553 -0.022 -0.007 -0.081
C 6.18433 -0.41892 -1.25032 0.056 0.044 -0.036
C 4.84029 -0.62760 -1.50102 -0.057 0.024 0.078
C 3.87122 -0.29057 -0.55709 0.133 0.003 0.160
C 2.42489 -0.48978 -0.87488 -0.467 -0.104 0.092
H 5.94859 0.90787 1.84080 -0.009 0.094 0.164
H 7.63716 0.25430 0.17180 0.099 0.019 0.035
H 6.92099 -0.64814 -2.00404 0.033 -0.115 -0.085
H 4.53232 -1.02347 -2.45864 -0.064 -0.127 -0.045
H 2.30015 -1.25049 -1.64311 0.003 0.021 -0.057
H 1.98301 0.44387 -1.23641 -0.030 -0.214 0.065
```
Positions in Å, forces in eV/Å.

Computed properties:
Net charge: +1
Highest occupied orbital energy (alpha / beta): -9.71 / -9.56 eV
Molecular weight: 896.332 g/mol
Orbital gap (alpha / beta): 0.2280 / 0.2300 Ha
2S+1: 2
ΔE to the lowest compared entry with this formula, charge and spin: 24.0 kcal/mol
LUMO level (alpha / beta): -3.51 / -3.30 eV

=====

(2)
DFT (ωB97M-V with the def2-TZVPD basis set) results for one molecule with the formula C3H8Si at a distorted geometry.

Structure (XYZ):
```
12
Properties=species:S:1:pos:R:3:forces:R:3
C 1.51191 -1.20400 -0.03462 -1.351 1.241 1.844
C -0.38955 0.41960 -0.53784 0.719 0.409 -0.859
C -1.60165 0.14854 0.31010 -0.322 -0.750 -3.099
Si 1.33116 0.68510 0.17535 -1.336 -1.025 -1.862
H 1.03983 -1.81597 0.77535 0.598 0.444 -0.507
H 1.09636 -1.52189 -0.96652 0.363 -0.338 -0.967
H -0.51727 0.43070 -1.66387 0.124 -0.241 1.371
H -2.42974 0.85364 0.06488 0.745 0.073 1.114
H -1.23059 -0.11031 1.24371 -0.161 0.670 2.489
H -2.06648 -0.79737 0.01952 -0.013 -0.234 -0.387
H 1.11487 1.44859 1.39271 0.387 -0.241 0.740
H 2.14113 1.46338 -0.77877 0.248 -0.008 0.122
```
Positions in Å, forces in eV/Å.

Computed properties:
Highest occupied orbital energy (alpha / beta): -7.97 / -8.44 eV
Molecular weight: 72.183 g/mol
Orbital gap (alpha / beta): 0.2934 / 0.3215 Ha
ΔE to the lowest compared entry with this formula, charge and spin: 69.2 kcal/mol
LUMO level (alpha / beta): 0.02 / 0.31 eV